ORCA calculation (ωB97M-V/def2-TZVPD) on a cluster of 9 separate species, C7H27O8 in total at a distorted geometry.

Element x y z (Å)
C1 -0.50240 -3.54300 0.70785
O1 0.11420 -4.60402 0.82160
C2 -0.31534 -2.42581 1.72922
C3 -1.41823 -1.28283 1.42394
C4 -1.18634 -0.02562 2.33911
C5 -0.34915 1.09653 1.46412
C6 -0.87960 2.47326 1.80720
C7 -0.51150 3.40519 0.90310
H1 3.00142 -1.77308 -1.20728
H2 -1.09052 -3.37115 -0.16454
H3 -0.56401 -2.81885 2.82952
H4 0.63348 -1.95544 1.73562
H5 -2.37175 -1.75246 1.74570
H6 -1.36164 -0.93946 0.28364
H7 -2.15548 0.38312 2.57036
H8 -0.61981 -0.21027 3.18693
H9 0.69576 1.01483 1.81419
H10 -0.46446 0.95307 0.42050
H11 -1.39994 2.69580 2.68700
H12 -0.81929 4.40554 1.07435
H13 0.11292 3.23389 0.00992
H14 -0.09625 0.60093 -2.18635
H15 -0.76431 1.47692 -3.45718
O2 -0.88617 1.23828 -2.55341
H16 1.10303 -2.71260 -1.51781
H17 0.54904 -1.34782 -1.65368
O3 0.36230 -2.39104 -1.82501
H18 3.17065 -1.10487 -1.46029
H19 3.86532 -0.08235 -0.18756
O4 4.35785 -0.38026 0.60834
H20 -1.76012 3.72432 -0.98896
H21 -1.90776 2.57200 -1.88153
O5 -2.52934 3.06010 -1.39316
H22 3.02897 1.63051 -0.35108
H23 3.85816 -0.09697 1.42670
O6 2.31733 1.37092 0.24581
H24 1.60680 0.09803 -2.38575
H25 1.62069 1.07602 -0.39246
O7 1.03183 0.00486 -1.67206
H26 -2.42356 -0.45999 -1.88621
H27 -2.18101 -1.87913 -2.55828
O8 -2.87174 -1.35708 -2.11214

## Properties
F_max	0.14247	Eh/bohr
charge	-1
energy	-884.741256	a.u.
multiplicity	1
relative energy (zero: lowest compared OMol25 entry of this formula, charge and spin)	67.4	kcal per mole